No. 1
Entry from the Open Molecules 2025 dataset: a molecular structure, C38H47Cl3IN5O5SSi2Zr at a distorted geometry (the ωB97M-V functional and the def2-TZVPD basis).

As for the gap between HOMO and LUMO: 5.777 eV. The HOMO energy is -0.255 Eh. The calculation puts the energy above the lowest of the compared OMol25 structures with the same formula, charge and spin at 569.0 kJ/mol.

Geometry (Å):
I  -5.63162  -6.60650  1.44277
Zr  0.06568  0.09329  -0.40368
Cl  -2.07086  2.14550  -0.99313
Cl  0.51923  1.61502  -2.47108
Cl  -3.29856  1.19008  -3.74142
S  2.02626  -0.83758  1.27989
Si  -2.16026  0.41708  -2.21224
Si  3.59239  -2.16751  0.81367
O  3.90427  -2.00614  -0.78080
O  -1.11005  -1.34695  0.30877
O  -2.94480  -0.15699  0.32286
O  4.92606  -1.99348  1.73574
O  3.21682  -3.72905  1.06606
N  0.19804  2.95505  0.64956
N  1.98625  1.68353  -0.13806
N  -0.24820  1.75581  1.13651
N  -0.68908  -0.37275  2.62870
N  3.82257  2.74264  -1.10366
C  5.68256  0.28220  1.32526
C  -2.85221  -0.59335  4.34032
C  7.26447  -1.58989  1.83497
C  1.23463  -4.67261  1.98250
C  4.48208  -2.93492  -1.69712
C  5.86649  -1.01621  2.11101
C  -4.48463  -2.54262  0.42939
C  3.45582  -4.00834  -2.04641
C  -5.19131  -3.71450  0.61721
C  3.05812  6.25304  -1.88880
C  -0.63807  -2.26150  -3.27009
C  -0.51767  -2.96421  -2.06528
C  -2.49738  -3.59436  1.29771
C  1.22506  5.29603  -0.66860
C  -2.72151  0.52141  3.53249
C  -1.21463  1.81283  1.99789
C  1.07600  -1.32212  -2.09612
C  1.90532  4.08066  -0.59464
C  -4.54760  -4.80954  1.16992
C  -1.86822  -1.57229  4.31100
C  3.16689  1.65852  -0.64730
C  -1.58528  0.62035  2.71712
C  5.69444  -0.74497  3.60994
C  3.47556  -5.79636  2.19003
C  -2.36845  -1.24464  0.47153
C  0.35111  -1.28296  -3.31463
C  1.80014  6.37256  -1.30892
C  5.71563  -3.60281  -1.09253
C  4.87916  -2.12871  -2.93651
C  1.32187  2.89453  -0.00082
C  0.54472  -2.42893  -1.34905
C  3.75651  5.06256  -1.81420
C  -0.82624  -1.42660  3.40333
C  3.18228  3.97126  -1.17292
C  -3.13571  -2.48093  0.76379
C  2.73744  -4.45227  2.18320
C  -3.20796  -4.75822  1.51814
C  2.96943  -3.69926  3.49177
H  4.73895  4.97755  -2.25532
H  -1.36009  -2.45238  -4.04371
H  6.46537  0.99330  1.58026
H  0.97583  -2.84045  -0.44713
H  0.53977  -0.62766  -4.14970
H  8.03409  -0.89551  2.16466
H  4.02811  -3.50692  3.62934
H  3.14154  -4.48212  -1.12427
H  4.53851  -5.63814  2.35769
H  -1.44666  -3.53341  1.52955
H  2.45123  -2.74485  3.45506
H  -3.69862  -0.69309  5.00492
H  4.75001  2.65141  -1.49408
H  5.77839  -1.67644  4.16457
H  2.58922  -3.57309  -2.53244
H  3.66243  0.69681  -0.72658
H  6.52148  -2.88399  -0.96784
H  -1.13698  -3.78716  -1.74791
H  7.38727  -1.76722  0.76954
H  -4.96179  -1.66636  0.01524
H  -6.23176  -3.77416  0.33957
H  3.08085  -6.43747  2.97365
H  3.89734  -4.75409  -2.69952
H  -2.71323  -5.61639  1.94519
H  -0.05378  -2.17685  3.30065
H  -3.47370  1.29516  3.52357
H  5.53995  -1.31520  -2.64354
H  6.05654  -4.40118  -1.74601
H  1.05171  -5.22738  1.06572
H  2.59697  -4.27645  4.33396
H  4.70963  -0.32234  3.79057
H  5.45963  -4.01554  -0.12285
H  -1.90436  -2.42512  4.97088
H  2.09034  -0.93964  -1.96930
H  0.24018  5.35138  -0.23554
H  0.75889  -3.69925  1.89078
H  7.39508  -2.53673  2.35261
H  5.72920  0.06139  0.26221
H  3.49325  7.09207  -2.40921
H  -1.68186  2.76307  2.25916
H  3.99749  -1.71397  -3.41836
H  3.34772  -6.29397  1.23105
H  1.27049  7.31088  -1.36329
H  5.40789  -2.75972  -3.64446
H  6.45545  -0.05271  3.96185
H  4.71242  0.71138  1.56201
H  0.81266  -5.21478  2.82599

Forces on the atoms, in the same order (eV/Å):
I 0.255 0.393 -0.029
Zr 3.185 -0.344 -0.613
Cl -0.767 0.712 -0.251
Cl -0.486 0.046 -0.495
Cl -0.047 -0.254 -0.258
S 0.064 -0.220 0.101
Si 0.158 0.448 0.038
Si -0.703 0.392 -0.053
O 0.174 0.299 -0.066
O -0.415 -0.756 0.582
O -0.212 -0.644 -0.027
O -0.030 -0.066 0.051
O -0.023 -0.274 -0.256
N 0.320 1.062 -0.097
N -0.565 0.501 -0.034
N -0.477 0.164 1.040
N -0.167 0.802 0.393
N -0.022 -0.281 0.039
C -0.073 -0.288 0.169
C 0.113 -0.167 0.080
C -0.373 0.102 0.010
C 0.346 0.099 -0.036
C 0.315 -0.313 -0.536
C 0.549 0.356 0.273
C 0.204 0.174 0.093
C 0.093 0.257 0.062
C -0.097 -0.059 0.058
C 0.119 -0.209 0.064
C 0.502 0.239 -0.535
C 0.206 -0.202 0.383
C -0.123 0.215 -0.142
C 0.155 -0.116 -0.066
C 0.444 0.217 -0.331
C 0.899 0.567 -0.695
C 0.470 -0.244 0.600
C 0.374 0.238 -0.229
C -0.256 -0.443 0.019
C -0.134 0.201 -0.120
C 0.274 -0.125 -0.089
C -0.305 -1.086 0.809
C -0.025 -0.118 -0.387
C -0.171 0.382 -0.034
C -1.514 0.474 -0.089
C -0.702 -0.179 -0.577
C -0.148 0.040 0.069
C -0.178 0.265 -0.044
C -0.144 -0.128 0.369
C -0.292 -0.383 0.622
C 0.389 -0.554 -0.268
C 0.008 0.082 0.022
C -0.013 -0.212 0.147
C -0.617 0.304 0.233
C 0.156 -0.204 -0.034
C -0.241 -0.466 0.306
C 0.033 -0.150 0.088
C 0.065 -0.098 -0.269
H 0.085 -0.047 -0.072
H -0.160 -0.034 -0.173
H 0.065 0.078 0.014
H -0.132 0.115 -0.003
H -0.037 0.168 0.089
H 0.081 0.065 0.050
H 0.157 0.015 0.071
H -0.139 -0.206 0.051
H 0.110 0.016 0.035
H 0.156 -0.067 0.007
H -0.083 0.182 0.081
H -0.059 0.019 0.001
H -0.168 -0.134 0.079
H 0.038 -0.086 0.067
H -0.142 0.054 -0.074
H 0.053 -0.056 -0.049
H 0.120 0.084 0.043
H -0.112 -0.073 0.081
H 0.033 -0.008 -0.108
H -0.031 0.037 -0.032
H -0.087 -0.011 -0.020
H -0.013 -0.113 0.124
H 0.090 -0.118 -0.156
H 0.003 -0.114 0.020
H 0.100 -0.110 0.024
H -0.026 0.130 0.033
H 0.102 0.118 0.026
H 0.082 -0.094 -0.049
H -0.029 -0.100 -0.119
H -0.056 -0.096 0.100
H -0.138 0.066 0.061
H 0.072 -0.195 0.158
H -0.040 -0.100 0.002
H -0.170 -0.119 0.037
H -0.114 0.044 0.065
H -0.118 0.138 0.002
H -0.012 -0.092 0.087
H 0.043 0.014 -0.247
H 0.068 0.082 -0.015
H 0.213 -0.015 -0.164
H -0.114 0.048 -0.069
H -0.030 -0.039 -0.089
H -0.059 0.071 -0.039
H 0.039 -0.108 -0.142
H 0.066 0.095 0.070
H -0.151 0.113 -0.002
H -0.103 -0.068 0.083

Results of the Mulliken charge analysis, in e, for atoms 1 through 99:
1 I 0.06
2 Zr -3.22
3 Cl -0.05
4 Cl -0.15
5 Cl -0.37
6 S -0.02
7 Si 0.64
8 Si -1.02
9 O -0.04
10 O 2.19
11 O -0.62
12 O 0.64
13 O 0.79
14 N -1.21
15 N 0.78
16 N 0.99
17 N 0.33
18 N 0.24
19 C -1.26
20 C -0.48
21 C -1.76
22 C -1.24
23 C 1.96
24 C 1.78
25 C -0.68
26 C -1.30
27 C -0.62
28 C -0.46
29 C -1.45
30 C -0.75
31 C 0.39
32 C -0.41
33 C -1.00
34 C -0.85
35 C 0.70
36 C 0.72
37 C -0.23
38 C -0.84
39 C -1.39
40 C 0.73
41 C -1.75
42 C -2.12
43 C 0.72
44 C -1.13
45 C -0.84
46 C -1.44
47 C -1.92
48 C 0.39
49 C -0.49
50 C -0.86
51 C 0.15
52 C -0.04
53 C -0.15
54 C 1.92
55 C -0.74
56 C -1.64
57 H 0.40
58 H 0.47
59 H 0.64
60 H 1.03
61 H 0.48
62 H 0.43
63 H 0.22
64 H 0.04
65 H 0.40
66 H 0.37
67 H 0.28
68 H 0.43
69 H 0.34
70 H 0.33
71 H 0.18
72 H 0.91
73 H 0.25
74 H 0.59
75 H 0.31
76 H 0.50
77 H 0.42
78 H 0.45
79 H 0.55
80 H 0.50
81 H 0.22
82 H 0.49
83 H 0.35
84 H 0.49
85 H 0.32
86 H 0.55
87 H 0.30
88 H 0.16
89 H 0.48
90 H 0.48
91 H 0.49
92 H -0.38
93 H 0.32
94 H 0.12
95 H 0.42
96 H 0.40
97 H 0.30
98 H 0.32
99 H 0.42



No. 2
Entry from the Open Molecules 2025 dataset: 3 unconnected molecules or ions with the total composition C2H7O3PSi at a distorted geometry (the ωB97M-V functional and the def2-TZVPD basis).

As for the gap between HOMO and LUMO: 6.202 eV. The HOMO energy is 0.002 Eh. As for the net charge: -2. The calculation puts the energy above the lowest of the compared OMol25 structures with the same formula, charge and spin at 80.4 kJ/mol.

Geometry (Å):
P  4.07013  0.25311  0.00937
Si  -1.86906  -0.58745  0.99552
O  3.98661  -1.21093  0.23845
O  3.88743  0.77436  -1.36634
O  4.31373  1.17727  1.13598
C  -1.92948  1.30165  0.61778
C  -0.96815  -1.31782  -0.59293
H  -1.33617  -1.01672  -1.56633
H  -2.00223  1.97205  1.47540
H  -3.75967  -1.07646  0.01432
H  -2.58813  1.50764  -0.11880
H  -0.85508  -2.40929  -0.47924
H  -0.98351  1.63479  0.16210
H  0.03356  -1.00218  -0.52528

Forces on the atoms, in the same order (eV/Å):
P -0.379 -0.499 -0.303
Si -1.550 -1.120 -0.799
O 0.216 0.006 0.113
O 0.157 0.222 -0.156
O 0.226 0.302 0.318
C 2.919 -0.192 1.415
C -0.713 -0.315 0.852
H -0.270 -0.158 -0.207
H -0.532 -0.176 0.162
H 1.260 0.478 0.898
H -2.690 0.861 -2.147
H -0.548 0.211 -0.280
H 0.290 -0.365 0.088
H 1.614 0.746 0.044

Charge distribution, natural (NBO) scheme, values in e:
1 P 2.42
2 Si 0.56
3 O -1.13
4 O -1.14
5 O -1.14
6 C -1.14
7 C -1.11
8 H 0.19
9 H 0.20
10 H -0.51
11 H 0.21
12 H 0.20
13 H 0.21
14 H 0.21



No. 3
Entry from the Open Molecules 2025 dataset: 2 unconnected molecules or ions with the total composition C6H16NO2 at a distorted geometry (the ωB97M-V functional and the def2-TZVPD basis).

As for the gap between HOMO and LUMO: 12.118 eV. The HOMO energy is -0.540 Eh. As for the net charge: +1. The calculation puts the energy above the lowest of the compared OMol25 structures with the same formula, charge and spin at 124.3 kJ/mol.

Geometry (Å):
O  0.65814  -0.80874  0.09563
O  1.60142  0.97532  1.01792
N  -1.77387  -0.04492  -0.26441
C  -2.26378  -1.44464  -0.44848
C  -2.39409  0.61930  0.86962
C  3.04684  -0.65944  -0.02451
C  3.73278  0.22309  -1.14988
C  -1.80715  0.84827  -1.46307
C  1.70754  -0.20879  0.36402
H  2.35747  1.55821  1.24576
H  4.57271  0.77921  -0.56002
H  4.13843  -0.56724  -1.88517
H  -2.93439  1.04061  -1.78462
H  2.93822  0.89812  -1.59952
H  -1.41623  1.84929  -1.25969
H  -0.77358  -0.10662  0.15265
H  3.77301  -0.77042  0.72508
H  -3.03698  -1.36786  -1.25333
H  -1.35142  0.50166  -2.44169
H  -1.99479  0.16284  1.73008
H  -2.01908  1.65997  0.99151
H  2.97216  -1.71786  -0.42677
H  -2.48005  -1.76790  0.57866
H  -1.47381  -1.91784  -1.14112
H  -3.50058  0.68514  0.98979

Forces on the atoms, in the same order (eV/Å):
O 1.866 1.030 0.607
O -0.773 -0.039 -0.070
N 0.899 1.235 0.020
C 1.108 0.873 -3.047
C -1.177 2.266 1.218
C 0.302 -2.067 -2.681
C 0.233 -0.423 0.882
C -2.385 0.494 -2.308
C -0.821 0.511 0.584
H -0.047 -1.161 -0.553
H -1.441 -0.608 -1.867
H -0.403 1.923 0.905
H 2.132 -0.566 0.995
H 1.459 -0.656 0.218
H 0.168 -0.434 0.379
H -0.575 -0.433 -1.557
H 0.446 0.215 1.672
H -0.464 -0.241 1.587
H -0.094 -0.303 1.664
H 0.172 -0.922 1.244
H -0.192 -0.584 -0.614
H -0.382 1.268 0.459
H -0.069 -0.842 -0.981
H -0.701 -0.035 2.093
H 0.739 -0.502 -0.850

Charge distribution, natural (NBO) scheme, values in e:
1 O -0.63
2 O -0.70
3 N -0.41
4 C -0.43
5 C -0.44
6 C -0.55
7 C -0.60
8 C -0.45
9 C 0.85
10 H 0.53
11 H 0.23
12 H 0.25
13 H 0.23
14 H 0.22
15 H 0.24
16 H 0.49
17 H 0.25
18 H 0.24
19 H 0.25
20 H 0.22
21 H 0.23
22 H 0.25
23 H 0.25
24 H 0.25
25 H 0.24



No. 4
Entry from the Open Molecules 2025 dataset: a gas-phase ion, CH3NO2P (charge -1) at a distorted geometry (the ωB97M-V functional and the def2-TZVPD basis).

As for the gap between HOMO and LUMO: 6.861 eV. The HOMO energy is -0.086 Eh. As for the net charge: -1. Its SMILES is NP([O-])C=O. The calculation puts the energy above the lowest of the compared OMol25 structures with the same formula, charge and spin at 77.7 kJ/mol.

Geometry (Å):
P  0.37617  -0.29806  0.74590
O  -0.45726  -1.19433  1.61488
O  -0.09436  2.31725  -0.17472
N  0.53672  -1.09711  -0.83502
C  -0.68573  1.26198  0.12603
H  1.00218  -0.27105  -1.28117
H  -1.71047  1.24320  0.60439
H  1.03275  -1.96187  -0.80029

Forces on the atoms, in the same order (eV/Å):
P 0.620 0.169 -0.067
O -0.852 -0.246 0.300
O -1.747 -1.628 0.037
N -1.010 2.420 -0.177
C 2.053 0.544 0.877
H 0.112 -1.680 -0.398
H -0.070 0.508 -0.527
H 0.894 -0.087 -0.046

Charge distribution, natural (NBO) scheme, values in e:
1 P 1.14
2 O -1.19
3 O -0.61
4 N -1.21
5 C 0.08
6 H 0.36
7 H 0.07
8 H 0.36



Which formula does entry 3 have? C6H16NO2



Which formula does entry 4 have? CH3NO2P



Look up the gap between HOMO and LUMO of the second one. 6.202 eV